Record 1
Entry from the Open Molecules 2025 dataset: C43H47AuN5P2SSi2 as an isolated structure at a distorted geometry (the ωB97M-V functional and the def2-TZVPD basis).

Properties
DFT total energy: -101662.0713 eV
LUMO energy (alpha / beta): -3.583 / -3.583 eV
energy above the lowest of the compared OMol25 structures with the same formula, charge and spin: 0.0 kJ/mol
net charge: +1
HOMO-LUMO gap (alpha / beta): 6.227 / 6.227 eV

XYZ file:
```
101
C43H47AuN5P2SSi2, DFT the ωB97M-V functional and the def2-TZVPD basis
Au 0.347 -0.426 -0.628
C -0.766 -4.549 -0.423
Si -0.494 -3.598 1.205
C -1.738 -4.057 2.570
C 1.296 -3.909 1.780
N -0.628 -1.901 0.824
P -1.841 -0.889 1.073
C -1.587 0.310 -0.161
P -1.159 1.937 -0.591
N 0.134 1.720 -1.501
Si 1.229 2.781 -2.343
C 2.987 2.475 -1.664
C 1.241 2.199 -4.157
C 0.825 4.634 -2.166
C -0.858 2.935 0.894
C 0.445 2.899 1.377
C 0.820 3.751 2.397
C -0.109 4.629 2.939
C -1.419 4.630 2.484
C -1.807 3.774 1.468
C -2.489 2.762 -1.504
C -2.522 4.147 -1.633
C -3.439 4.739 -2.482
C -4.324 3.956 -3.207
C -4.296 2.576 -3.076
C -3.376 1.978 -2.233
C -1.816 -0.270 2.771
C -0.662 -0.527 3.502
C -0.622 -0.224 4.850
C -1.737 0.331 5.463
C -2.879 0.612 4.724
C -2.916 0.334 3.369
C -3.477 -1.604 0.782
C -4.353 -2.065 1.759
C -5.532 -2.686 1.381
C -5.836 -2.858 0.039
C -4.958 -2.406 -0.937
C -3.783 -1.786 -0.564
H -0.561 -5.607 -0.301
H -0.099 -4.168 -1.191
H -1.784 -4.445 -0.786
H -1.378 -4.878 3.179
H -2.695 -4.356 2.154
H -1.914 -3.212 3.229
H 1.417 -4.955 2.040
H 1.568 -3.317 2.647
H 2.001 -3.686 0.985
H 3.314 1.467 -1.904
H 3.041 2.599 -0.587
H 3.688 3.168 -2.117
H 1.566 1.163 -4.217
H 1.936 2.798 -4.736
H 0.263 2.269 -4.624
H 0.436 4.864 -1.179
H 0.095 4.954 -2.903
H 1.723 5.227 -2.310
H 1.150 2.220 0.911
H 1.841 3.746 2.748
H 0.191 5.317 3.715
H -2.134 5.319 2.907
H -2.825 3.769 1.104
H -1.833 4.756 -1.065
H -3.461 5.814 -2.577
H -5.039 4.420 -3.870
H -4.994 1.966 -3.630
H -3.342 0.903 -2.117
H 0.173 -1.000 3.000
H 0.268 -0.443 5.425
H -1.715 0.549 6.522
H -3.750 1.026 5.214
H -3.791 0.558 2.775
H -4.108 -1.955 2.807
H -6.216 -3.043 2.140
H -6.755 -3.349 -0.247
H -5.193 -2.539 -1.983
H -3.068 -1.438 -1.300
N 4.471 -2.019 -0.907
C 5.335 -1.752 0.161
C 6.641 -2.207 0.102
C 7.523 -1.954 1.141
C 7.099 -1.234 2.241
C 5.789 -0.768 2.307
C 4.911 -1.029 1.272
S 3.219 -0.429 1.335
N 2.626 -0.756 -0.198
C 3.244 -1.457 -1.079
C 2.599 -1.687 -2.381
C 3.334 -2.037 -3.515
C 2.663 -2.296 -4.697
C 1.280 -2.196 -4.715
C 0.632 -1.787 -3.561
N 1.274 -1.553 -2.431
H 4.825 -2.633 -1.623
H 6.958 -2.771 -0.760
H 8.532 -2.332 1.079
H 7.787 -1.036 3.048
H 5.445 -0.214 3.168
H 4.412 -2.064 -3.505
H 3.212 -2.564 -5.586
H 0.720 -2.403 -5.609
H -0.441 -1.655 -3.528
```

=====

Record 2
Entry from the Open Molecules 2025 dataset: C43H47F9KN6O6S4 as an isolated structure at a distorted geometry (the ωB97M-V functional and the def2-TZVPD basis).

Properties
⟨S²⟩: 0.769
DFT total energy: -150705.7424 eV
LUMO energy (alpha / beta): 3.655 / 3.655 eV
multiplicity: 2
net charge: -2
HOMO-LUMO gap (alpha / beta): 4.713 / 6.401 eV

XYZ file:
```
116
C43H47F9KN6O6S4, DFT the ωB97M-V functional and the def2-TZVPD basis
K 2.099 -0.082 1.417
O 0.776 -4.292 3.361
C 0.667 -3.977 2.048
O 0.458 -2.772 1.723
C 1.012 -5.030 1.204
C 1.369 -6.326 1.754
C 1.739 -7.341 0.880
C 1.767 -7.110 -0.502
C 1.544 -5.810 -0.916
N 1.123 -4.821 -0.150
C 1.701 -5.464 -2.340
O 1.936 -4.191 -2.554
O 1.663 -6.251 -3.239
H 0.455 -3.491 3.778
H 1.544 -6.401 2.811
H 2.025 -8.280 1.323
H 2.156 -7.853 -1.188
H 1.730 -3.760 -1.716
O -0.156 1.889 2.482
N -0.326 2.565 3.587
C 0.368 2.122 4.656
C 0.237 2.703 5.942
C -0.617 3.835 6.043
C -1.291 4.253 4.940
C -1.129 3.647 3.684
S -1.997 4.291 2.429
H 1.132 1.378 4.508
H 0.828 2.381 6.745
H -0.723 4.363 7.017
H -1.883 5.134 4.964
S 1.066 0.723 -1.620
C 0.613 2.377 -1.449
N -0.644 2.754 -1.641
C -0.992 4.136 -1.177
C 0.066 5.132 -1.674
N 1.395 4.736 -1.056
C 2.449 5.688 -0.816
C 2.150 6.655 0.286
C 1.387 6.342 1.391
C 1.152 7.273 2.435
C 1.741 8.556 2.341
C 2.482 8.900 1.217
C 2.676 7.988 0.191
C 1.632 3.434 -0.818
S 2.872 2.830 0.036
C -1.706 1.753 -1.901
C -1.967 1.502 -3.339
C -2.539 2.456 -4.144
C -2.852 2.270 -5.479
C -2.443 1.066 -6.046
C -1.866 0.062 -5.259
C -1.628 0.314 -3.896
H -1.105 4.243 -0.045
H -1.912 4.416 -1.722
H -0.166 6.151 -1.336
H 0.158 5.143 -2.733
H 2.634 6.252 -1.724
H 3.319 5.077 -0.563
H 0.864 5.396 1.359
H 0.549 6.975 3.233
H 1.609 9.380 3.039
H 2.886 9.898 1.151
H 3.326 8.202 -0.656
H -2.459 2.159 -1.293
H -1.448 0.847 -1.436
H -2.771 3.416 -3.659
H -3.377 3.071 -6.042
H -2.691 0.823 -6.984
H -1.451 -0.882 -5.676
H -1.200 -0.449 -3.307
F 6.983 -2.773 0.166
C 6.080 -2.136 0.931
F 5.143 -3.089 1.170
F 6.673 -1.938 2.139
C 5.492 -0.737 0.449
O 4.388 -0.423 1.086
C 5.220 -0.868 -1.104
F 6.350 -0.799 -1.902
F 4.622 -2.060 -1.321
F 4.404 0.051 -1.583
C 6.541 0.393 0.731
F 6.327 1.509 -0.041
F 6.327 0.755 2.023
F 7.851 0.133 0.567
C -5.467 -4.516 -2.499
C -4.003 -5.018 -2.731
C -3.123 -4.998 -1.496
C -1.900 -4.129 -1.692
N -2.318 -2.767 -1.945
C -2.632 -1.860 -0.907
S -3.900 -0.770 -1.017
N -1.818 -1.907 0.158
C -1.909 -0.929 1.251
C -2.455 -1.616 2.530
C -3.894 -2.130 2.553
C -4.131 -3.394 1.709
H -6.003 -4.327 -3.439
H -5.417 -3.521 -1.933
H -5.994 -5.214 -1.841
H -3.646 -4.332 -3.495
H -3.994 -5.996 -3.211
H -2.825 -5.996 -1.266
H -3.590 -4.587 -0.617
H -1.395 -4.397 -2.618
H -1.161 -4.213 -0.892
H -2.995 -2.586 -2.701
H -0.989 -2.485 0.182
H -2.687 -0.269 0.889
H -1.019 -0.391 1.468
H -2.341 -0.856 3.316
H -1.748 -2.441 2.772
H -4.507 -1.322 2.224
H -4.017 -2.349 3.674
H -4.219 -3.076 0.616
H -5.084 -3.940 1.985
H -3.236 -4.060 1.778
```